i | # CH2NP

An isolated molecule of CH2NP (ωB97M-V/def2-TZVPD, the Open Molecules 2025 dataset).

Bonds (Å) are listed after each position.
Positions of all 5 atoms, in Å:
1 C -0.402 -0.243 -0.036  N2 1.381, P3 1.927, H4 1.181, H5 1.067
2 N -1.012 -1.481 0.016  C1 1.381, P3 2.068
3 P -2.289 0.145 0.002  C1 1.927, N2 2.068
4 H -0.068 -0.070 1.083  C1 1.181
5 H 0.117 0.162 -0.875  C1 1.067

HOMO energy (alpha / beta) = -8.73 / -8.71 eV
Kohn-Sham gap (alpha / beta) = 0.2473 / 0.2468 hartree
SMILES = C1N=P1


ii | # CH2NP

An isolated molecule of CH2NP (ωB97M-V/def2-TZVPD, the Open Molecules 2025 dataset).

Bonds (Å) are listed after each position.
Positions of all 5 atoms, in Å:
1 N 1.034 2.953 -0.959  C2 1.292
2 C 0.746 1.714 -0.736  N1 1.292, P3 1.751
3 P 0.247 0.041 -0.867  C2 1.751, H4 1.399, H5 1.565
4 H 1.124 -0.465 0.097  P3 1.399
5 H -0.845 0.509 0.151  P3 1.565

HOMO energy = -10.46 eV
Kohn-Sham gap = 0.3986 hartree
SMILES = N#CP


iii | # CH2NP

A cluster of 2 separate species, CH2NP in total (ωB97M-V/def2-TZVPD, the Open Molecules 2025 dataset).

Bonds (Å) are listed after each position.
Positions of all 5 atoms, in Å:
1 C -1.289 0.474 0.189  N2 1.118, H5 1.009
2 N -1.139 -0.404 -0.486  C1 1.118
3 P 2.454 -0.377 0.066  H4 1.308
4 H 1.427 -1.111 -0.276  P3 1.308
5 H -1.453 1.418 0.507  C1 1.009

HOMO energy (alpha / beta) = -8.70 / -8.70 eV
Kohn-Sham gap (alpha / beta) = 0.2731 / 0.2714 hartree


Most stable pick: ii. Distance to second place: 44.1 kcal/mol.